Computed, not measured: an isolated molecule of C3H3NO in a non-equilibrium geometry, with ωB97M-V/def2-TZVPD.

Last column: natural (NBO) charge in e.
Cartesian coordinates (Å):
C1 -1.152 -0.670 -0.747  -0.424
C2 -0.136 0.207 -0.494  -0.035
N1 0.910 0.035 0.467  -0.568
C3 1.374 0.561 1.436  0.869
O1 2.069 0.856 2.288  -0.486
H1 -1.868 -0.310 -1.513  0.222
H2 -1.174 -1.675 -0.151  0.222
H3 -0.023 0.996 -1.287  0.201

Properties
**Orbital gap**: 10.30 eV
**F_max**: 3.33 eV/Å
**Total energy**: -6695.8251 eV
**Spin multiplicity**: 1
**Net charge**: 0
**Lowest unoccupied orbital energy**: 0.02525 Ha